(1)
Density functional theory data (ωB97M-V/def2-TZVPD) for C18H41Br18O3P3 as an isolated structure in a non-equilibrium geometry.

* total charge: 0
* HOMO level: -7.657 eV
* max |F|: 0.062 Eh/bohr
* LUMO energy: -0.00667 Ha

Each line ends with the Löwdin charge.
Cartesian coordinates (Å):
O  0.5173  -1.2935  0.4332  -0.59
P  -0.4739  -0.3207  -0.0769  0.27
P  -1.8356  -1.4210  -1.4130  0.53
P  -3.9275  -0.8328  -1.0888  0.37
O  -4.0182  0.8190  -0.9728  -0.47
O  -4.5826  -1.5100  0.2697  -0.36
H  0.0654  0.6791  -0.8865  -0.11
H  -1.2037  0.3546  0.9296  -0.02
H  -1.7278  -2.7503  -0.9676  -0.11
H  -3.1534  1.2386  -1.0752  0.02
H  -4.5891  -0.9023  1.0302  0.04
Br  4.2767  3.4751  2.2228  0.65
C  3.3012  3.7158  0.5580  -0.69
C  1.9226  3.1154  0.6349  -0.66
Br  1.9674  1.1713  0.5104  0.76
H  3.9069  3.2792  -0.2297  0.05
H  3.2423  4.7925  0.4131  0.06
H  1.3194  3.4449  -0.2103  0.06
H  1.4099  3.3578  1.5604  0.05
Br  -5.3869  0.1336  -3.0747  0.73
C  -5.2287  1.2455  -4.6958  -0.67
C  -6.3483  1.0339  -5.6784  -0.68
Br  -6.1528  -0.6401  -6.6466  0.59
H  -4.2549  1.0185  -5.1159  -0.01
H  -5.2382  2.2742  -4.3366  0.04
H  -6.3293  1.8082  -6.4444  0.05
H  -7.3282  1.0129  -5.2123  0.05
Br  6.9634  3.0653  5.1494  0.59
C  7.7942  2.6042  3.4503  -0.70
C  8.0899  1.1336  3.3556  -0.67
Br  9.6421  0.6398  4.4248  0.65
H  8.6830  3.2202  3.3580  0.05
H  7.0729  2.8931  2.6894  0.00
H  8.3484  0.8647  2.3319  0.04
H  7.2669  0.5125  3.6937  0.06
Br  -5.5190  -4.2198  4.9502  0.60
C  -5.4221  -3.7303  3.0688  -0.71
C  -4.4443  -4.5931  2.3200  -0.67
Br  -2.5918  -4.1103  2.6867  0.60
H  -5.1709  -2.6753  3.0307  -0.01
H  -6.4287  -3.8753  2.6832  0.06
H  -4.5635  -4.4561  1.2472  0.05
H  -4.5455  -5.6458  2.5642  0.05
Br  0.7216  -3.3923  3.7524  0.61
C  -0.3226  -3.4678  5.3895  -0.73
C  0.4756  -3.0153  6.5824  -0.71
Br  1.7525  -4.3647  7.1587  0.61
H  -0.6843  -4.4869  5.4856  0.05
H  -1.1656  -2.8022  5.2204  -0.03
H  -0.1778  -2.8574  7.4390  0.05
H  1.0432  -2.1103  6.3883  0.05
Br  -3.2459  -1.1320  4.5218  0.65
C  -2.8756  0.0280  6.0396  -0.67
C  -3.3468  -0.5897  7.3287  -0.70
Br  -5.2780  -0.4829  7.5111  0.62
H  -3.3473  0.9834  5.8334  0.05
H  -1.7943  0.1538  6.0478  0.06
H  -2.9456  -0.0440  8.1803  0.06
H  -3.0807  -1.6392  7.4133  0.05
Br  -1.9794  3.0071  -3.6084  0.61
C  -1.7680  4.3068  -5.0455  -0.68
C  -2.9329  4.2817  -5.9994  -0.68
Br  -2.8646  2.7346  -7.1746  0.63
H  -0.8241  4.0829  -5.5315  0.05
H  -1.7007  5.2726  -4.5494  0.06
H  -2.8997  5.1476  -6.6573  0.06
H  -3.8926  4.2512  -5.4925  0.05
Br  -2.7198  -1.0462  -7.0553  0.58
C  -2.9655  -1.8376  -8.8082  -0.68
C  -2.5073  -0.8904  -9.8843  -0.69
Br  -3.7855  0.5551  -10.1337  0.59
H  -4.0162  -2.0995  -8.8945  0.04
H  -2.3662  -2.7456  -8.8112  0.06
H  -2.4443  -1.3958  -10.8458  0.06
H  -1.5514  -0.4298  -9.6572  0.05
Br  9.5210  -1.6973  0.1215  0.60
C  11.3630  -1.1790  0.4741  -0.69
C  11.4318  0.0838  1.2872  -0.71
Br  11.0217  1.6574  0.2158  0.60
H  11.8556  -1.0899  -0.4889  0.05
H  11.7959  -2.0097  1.0273  0.06
H  12.4407  0.2467  1.6603  0.06
H  10.7348  0.0864  2.1182  -0.05

Cartesian forces, eV/Å:
O 0.5122 -0.1516 0.2239
P -0.5671 -1.6150 -0.0829
P 0.5692 1.3920 -0.4176
P -1.2340 -2.1082 -0.2154
O 1.7239 -0.4762 1.7220
O 0.5262 1.4234 0.7383
H -0.7112 0.2132 -0.3214
H -0.0480 0.2372 -0.2124
H -0.3342 0.1815 0.5503
H -0.1489 0.1725 0.2447
H 0.1404 -0.3391 0.1288
Br 0.0082 -0.0346 0.0098
C 0.0529 0.1893 0.1494
C 0.0231 -0.2249 -0.2690
Br 0.9840 0.6677 0.7259
H -0.0514 -0.0425 -0.0137
H -0.0364 -0.0075 -0.0036
H 0.0430 0.0551 -0.0001
H 0.0598 0.0370 0.0214
Br -1.0739 0.2701 -3.0089
C -0.4980 0.1281 0.3340
C 0.0882 0.0344 -0.2562
Br -0.4118 -0.0305 0.0606
H -0.0122 -0.0309 -0.0105
H 0.0048 0.0172 -0.0471
H 0.0281 -0.0084 0.0066
H 0.0327 0.0029 0.0657
Br 0.0400 0.0201 -0.0361
C -0.1712 0.0799 0.0570
C 0.2064 -0.0760 -0.1442
Br -0.1298 0.0121 0.1920
H 0.0360 -0.0580 -0.0043
H 0.0099 -0.0533 -0.0249
H -0.0178 0.0395 -0.0126
H -0.0205 0.0431 0.0190
Br 0.0277 0.0494 -0.0044
C -0.1459 -0.1628 0.1382
C 0.2068 0.0732 -0.1875
Br -0.1137 -0.1095 -0.0965
H 0.0248 -0.0078 -0.0193
H 0.0214 -0.0086 -0.0403
H -0.0523 0.0602 0.0181
H -0.0424 0.0154 0.0392
Br -0.0100 0.0193 0.0186
C 0.0906 0.0723 -0.1564
C -0.0242 -0.1390 0.1708
Br 0.0340 0.0523 -0.0205
H 0.0055 0.0057 0.0629
H -0.0143 -0.0038 0.0320
H -0.0297 -0.0102 -0.0259
H -0.0117 -0.0072 -0.0549
Br 0.0476 0.1917 -0.0026
C 0.0913 -0.0727 -0.1371
C -0.1492 0.1404 0.1473
Br 0.0155 -0.0703 -0.0278
H -0.0270 -0.0007 0.0699
H -0.0037 -0.0197 0.0305
H 0.0391 0.0156 -0.0346
H 0.0143 0.0023 -0.0572
Br 0.0367 -0.0712 -0.0583
C -0.0714 0.1273 0.2038
C 0.0960 -0.1084 -0.2556
Br -0.1065 0.0331 0.0678
H -0.0294 -0.0350 -0.0350
H -0.0294 0.0025 -0.0127
H 0.0376 0.0363 0.0549
H 0.0378 0.0263 0.0649
Br 0.3525 -0.1011 0.0744
C 0.1378 -0.0050 0.1854
C -0.1812 -0.0008 -0.2313
Br 0.0734 0.0329 -0.0031
H -0.0079 0.0586 -0.0529
H 0.0306 0.0281 -0.0354
H -0.0333 -0.0331 0.0233
H -0.0033 -0.0270 0.0570
Br 0.0146 0.0355 -0.0436
C -0.1214 -0.1470 0.0506
C 0.1317 0.1391 -0.1303
Br -0.0846 0.0030 0.0521
H 0.0021 0.0390 0.0081
H 0.0076 0.0348 0.0371
H 0.0024 -0.0430 -0.0052
H 0.0908 -0.0695 -0.0469

=====

(2)
Density functional theory data (ωB97M-V/def2-TZVPD) for a 6-piece molecular cluster, C18H41BrN7O9P3S overall in a non-equilibrium geometry.

* total charge: 0
* structure (SMILES): N#CO[C@@](OC(=O)[PH2]=S)([PH2]=N)P(O)Br.CNC(C)=O.CNC(C)=O.CNC(C)=O.CNC(C)=O.CNC(C)=O
* HOMO level: -8.479 eV
* max |F|: 0.062 Eh/bohr
* LUMO energy: -0.00015 Ha

Each line ends with the Löwdin charge.
Cartesian coordinates (Å):
N  -1.4721  -4.9422  6.1152  0.21
C  -1.9541  -3.9722  5.7275  -0.38
O  -2.7614  -3.0694  5.2410  -0.02
C  -2.5198  -2.8207  3.8455  -0.74
O  -3.3998  -3.5465  3.0275  -0.08
C  -3.0022  -4.8650  2.7701  -0.65
O  -3.2319  -5.7416  3.5264  0.12
P  -2.1715  -5.3735  1.1644  0.36
S  -3.4096  -6.3903  0.0665  0.13
P  -3.0029  -1.0045  3.6014  0.75
N  -2.1729  -0.0230  4.5130  -0.29
P  -0.6943  -3.0675  3.3514  0.62
O  0.2055  -2.3406  4.4751  -0.31
Br  -0.3875  -1.7945  1.5091  0.38
H  -1.6370  -4.2350  0.5302  -0.06
H  -1.1109  -6.2065  1.5760  -0.01
H  -4.3760  -0.9211  3.9158  0.01
H  -2.8996  -0.7333  2.2191  -0.02
H  -1.4953  -0.5335  5.0693  -0.05
H  0.9659  -2.9337  4.5728  0.05
C  0.4043  3.0175  0.7023  -0.08
N  -0.4887  1.9533  0.2866  0.01
C  -0.9125  1.6484  -0.9697  -0.55
C  -0.4096  2.5069  -2.1027  -0.02
O  -1.6725  0.7074  -1.1483  0.01
H  1.2735  2.5865  1.2030  0.08
H  -0.1131  3.6696  1.4083  0.08
H  0.7386  3.6053  -0.1457  0.07
H  -0.8632  1.3408  0.9941  0.10
H  -0.8287  2.1432  -3.0350  0.08
H  -0.7223  3.5424  -1.9599  0.09
H  0.6741  2.4572  -2.1710  0.06
C  1.0099  5.2096  -7.1140  -0.07
N  1.0505  4.6458  -5.7737  0.01
C  1.7570  3.5710  -5.3349  -0.55
C  2.6194  2.8448  -6.3368  0.00
O  1.6852  3.2231  -4.1650  0.02
H  1.3442  6.2476  -7.0811  0.08
H  -0.0159  5.1855  -7.4848  0.08
H  1.6468  4.6560  -7.7949  0.08
H  0.4954  5.0821  -5.0547  0.14
H  3.1204  2.0182  -5.8429  0.09
H  2.0074  2.4459  -7.1462  0.09
H  3.3774  3.5159  -6.7470  0.06
C  5.0855  -3.6090  1.1949  -0.06
N  3.9720  -3.4248  2.1097  0.02
C  2.7627  -4.0207  2.0841  -0.53
C  2.4874  -5.0091  0.9827  0.01
O  1.9214  -3.7519  2.9382  -0.08
H  5.9547  -3.9605  1.7519  0.09
H  5.3311  -2.6536  0.7302  0.09
H  4.8459  -4.3286  0.4205  0.07
H  4.0846  -2.7746  2.8718  0.15
H  1.4800  -5.3949  1.1020  0.07
H  2.5624  -4.5251  0.0085  0.09
H  3.1875  -5.8431  1.0350  0.09
C  -8.7777  -3.6395  6.1498  -0.08
N  -8.2427  -2.8398  5.0636  0.01
C  -6.9437  -2.6695  4.7053  -0.54
C  -5.8910  -3.3832  5.5102  0.01
O  -6.6507  -1.9583  3.7566  0.02
H  -9.4547  -4.3938  5.7453  0.08
H  -9.3389  -2.9971  6.8307  0.08
H  -7.9865  -4.1343  6.7019  0.07
H  -8.8892  -2.3332  4.4803  0.14
H  -4.9205  -3.1466  5.0979  0.04
H  -5.9181  -3.0553  6.5507  0.10
H  -6.0363  -4.4633  5.4568  0.10
C  5.0450  6.3190  -4.2112  -0.07
N  4.7937  5.8534  -5.5633  0.01
C  5.6057  5.9225  -6.6491  -0.55
C  6.9609  6.5619  -6.4736  -0.01
O  5.2314  5.4750  -7.7225  0.03
H  4.9773  5.4767  -3.5209  0.09
H  4.2869  7.0535  -3.9347  0.08
H  6.0264  6.7719  -4.1251  0.07
H  3.9085  5.4143  -5.7599  0.11
H  7.4830  6.5393  -7.4249  0.08
H  6.8556  7.6005  -6.1579  0.08
H  7.5504  6.0127  -5.7387  0.08

Cartesian forces, eV/Å:
N 0.6874 0.1659 0.3173
C -1.1782 -0.7359 0.0661
O 1.0951 0.0071 -0.0941
C -0.8650 2.9449 -0.8499
O 1.0083 -0.4749 -0.3093
C 0.5321 -0.1327 -0.0001
O -0.2841 -0.2451 0.4083
P -0.9206 -0.6646 -0.9413
S 0.0650 0.2414 0.0249
P 0.1795 1.0927 1.4013
N -0.0100 -0.7401 -0.4455
P 0.6463 -1.6230 -0.9247
O -1.0205 0.1379 0.0982
Br -0.3816 0.0956 0.4613
H 0.1426 -0.0247 0.4573
H 0.1057 0.6378 0.3813
H -0.0345 -0.4366 -0.5131
H -0.3048 -0.5028 0.0959
H 0.1763 0.3390 0.0929
H 0.3831 0.0664 -0.0264
C -0.2234 -0.3144 0.2602
N 0.0563 0.0719 -0.2077
C -0.1739 -0.1029 0.0019
C -0.1174 -0.1186 0.1526
O 0.0532 -0.0162 -0.0063
H 0.0835 0.1450 -0.0225
H 0.1148 0.1143 -0.0241
H -0.0219 -0.0384 -0.0457
H 0.0138 0.0181 0.0971
H -0.0210 -0.0744 0.0327
H 0.1431 0.0429 -0.0079
H 0.0131 0.1573 -0.0443
C -0.2456 0.1180 0.3547
N 0.2545 -0.0494 -0.1600
C -0.0676 -0.1313 0.1939
C 0.0408 0.0158 0.0174
O 0.1541 0.0832 -0.0979
H 0.0371 -0.0090 -0.1673
H 0.0552 0.0101 -0.1440
H 0.0410 -0.0140 0.0413
H -0.0363 0.0054 -0.0080
H -0.0602 0.0301 0.1129
H 0.0773 0.0791 -0.0982
H -0.0404 -0.0809 -0.2094
C 0.0040 0.2645 0.3377
N -0.1059 -0.1457 -0.0998
C -0.0044 0.0920 0.0869
C -0.1005 0.0081 0.0106
O 0.2669 -0.1400 0.1023
H 0.0555 -0.0554 -0.1282
H 0.0631 -0.0747 -0.1136
H -0.0526 -0.0104 0.0155
H 0.0393 0.0289 -0.0110
H -0.0268 0.0392 0.0755
H 0.0783 -0.0738 -0.0265
H 0.0327 0.0193 -0.1081
C -0.2282 0.2607 -0.3171
N 0.1896 -0.0804 0.0975
C -0.0383 0.0719 -0.1277
C -0.1160 -0.0247 0.0558
O 0.0372 0.0766 -0.0368
H 0.0200 -0.0908 0.1423
H 0.0166 -0.1172 0.1204
H 0.0433 0.0159 -0.0291
H -0.0259 -0.0016 -0.0039
H -0.1938 -0.0017 -0.0178
H -0.0085 -0.1361 0.0394
H 0.0220 -0.0076 0.1332
C -0.3990 -0.2400 -0.1499
N 0.2284 0.1343 0.0363
C -0.1271 -0.0994 -0.1520
C 0.0146 -0.0063 -0.0493
O 0.0225 -0.0072 -0.0079
H 0.0820 0.0841 0.1070
H 0.1051 0.0622 0.1165
H 0.0188 -0.0027 -0.0596
H -0.0666 0.0330 0.1074
H -0.0742 -0.0435 -0.0417
H 0.0673 -0.0267 0.1044
H 0.0086 0.1053 0.0690

=====

(3)
Density functional theory data (ωB97M-V/def2-TZVPD) for C18H41IrN2P3SSe as an isolated structure in a non-equilibrium geometry.

* total charge: +3
* spin multiplicity: 5
* HOMO level (spin up / spin down): -13.581 / -16.528 eV
* max |F|: 0.076 Eh/bohr
* LUMO energy (spin up / spin down): -0.30158 / -0.44384 Ha
* energy above the lowest of the compared OMol25 structures with the same formula, charge and spin: 95.3 kcal/mol

Each line ends with the Mulliken spin population.
Cartesian coordinates (Å):
Ir  -0.4113  0.8798  -0.0649  0.92
P  -0.1080  -1.2795  -0.3922  -0.11
P  -0.1494  1.3257  -2.2863  0.01
P  -1.2365  0.4503  2.0467  -0.04
H  -1.0788  4.0879  -0.9171  0.00
C  -1.0248  3.6430  0.0803  0.75
C  -0.0589  2.7549  0.5141  0.22
H  0.8514  2.1400  0.0311  0.07
C  -1.4769  -2.4181  -0.7925  0.02
C  1.1138  -1.8936  -1.6573  0.04
C  0.6313  -2.3394  0.9441  0.05
C  -0.9032  2.9094  -2.7840  0.04
C  1.6389  1.5269  -2.6944  0.01
C  -0.9901  0.3907  -3.6485  -0.01
C  -2.1934  1.8006  2.7769  0.03
C  0.1726  0.1907  3.1559  0.02
C  -2.4827  -0.8461  2.2669  0.01
H  -1.5234  4.2877  0.8005  0.02
H  0.3468  3.0911  1.4869  0.03
H  -1.0584  -3.4347  -0.7884  0.00
H  -1.8854  -2.2190  -1.7849  0.00
H  -2.2693  -2.3701  -0.0445  0.00
H  1.2561  -2.9763  -1.4423  0.00
H  2.0835  -1.3862  -1.5172  -0.01
H  0.7953  -1.7228  -2.7008  0.00
H  0.9310  -3.2763  0.4453  0.00
H  -0.0820  -2.6119  1.7307  0.00
H  1.5209  -1.8770  1.3995  -0.01
H  -0.7753  3.1200  -3.8393  0.00
H  -0.3810  3.7014  -2.2586  -0.01
H  -1.9602  2.8666  -2.5179  0.00
H  2.0168  0.6340  -3.1992  0.00
H  2.2178  1.6715  -1.7764  0.00
H  1.7473  2.3932  -3.3564  0.00
H  -0.7271  0.8709  -4.6065  0.00
H  -2.0777  0.4860  -3.5025  0.00
H  -0.6983  -0.6632  -3.6633  0.00
H  -2.4268  1.5002  3.8062  0.00
H  -3.1292  1.9471  2.2249  -0.01
H  -1.6294  2.7339  2.7868  0.00
H  0.0498  0.8929  3.9876  0.00
H  1.1371  0.3384  2.6628  0.00
H  0.1539  -0.8273  3.5505  0.00
H  -2.9187  -0.6957  3.2571  0.00
H  -2.0765  -1.8530  2.2241  0.00
H  -3.2870  -0.7470  1.5371  0.00
C  -5.2764  1.3702  -0.3233  0.29
C  -4.9660  2.7026  0.0469  0.07
C  -5.9583  3.4301  0.7423  0.04
C  -7.1592  2.8047  1.1075  0.24
C  -7.3672  1.4379  0.8898  0.06
C  -6.3453  0.7035  0.3061  0.03
Se  -4.4521  0.2034  -1.6367  0.25
H  -3.2173  0.4010  -0.7898  0.03
H  -4.0007  3.1621  -0.2200  -0.01
H  -5.7679  4.4607  1.0303  0.00
H  -7.9712  3.3713  1.5392  0.00
H  -8.2588  0.9023  1.2031  0.00
H  -6.3724  -0.3895  0.2359  0.00
N  4.4008  -2.3278  0.0771  0.01
C  4.4700  -0.9957  0.3440  -0.09
N  5.7464  -0.5628  0.4461  0.03
S  3.1517  0.0762  0.5043  0.99
H  5.2334  -2.8990  0.2200  0.00
H  3.4730  -2.7332  0.0434  0.00
H  5.9327  0.4086  0.6212  0.00
H  6.5165  -1.1540  0.1634  0.00

Cartesian forces, eV/Å:
Ir -1.0573 -1.1831 0.7702
P 0.9913 -3.3618 -0.8716
P -0.4259 0.9167 -2.0629
P -0.3010 0.4613 0.1487
H -0.1190 -0.3211 0.9380
C -1.1750 3.1280 -1.7655
C 0.9059 -0.1533 2.0571
H 0.5684 1.4338 -0.3172
C 0.0203 -0.2477 -0.0709
C 0.0493 0.0356 0.0099
C 0.0229 0.0510 0.0933
C 0.6726 0.1454 0.0775
C -0.3788 -0.1609 -0.2913
C 0.5400 -0.3102 0.3676
C 0.0717 0.1483 0.2927
C -0.1556 -0.2455 0.6439
C 0.1053 -0.3187 0.4072
H 0.1176 -0.3424 0.2985
H 0.0211 -0.7588 -0.1524
H -0.2663 0.1852 -0.0739
H -0.0356 0.0413 0.0567
H -0.0006 0.0268 -0.1117
H -0.1412 0.6960 -0.6304
H -0.3214 -0.1089 -0.1276
H 0.1787 -0.2270 0.5228
H -0.1514 0.2950 0.4029
H 0.2312 0.2072 -0.0742
H -0.2957 -0.1100 0.0273
H -0.0778 -0.2760 -0.3071
H -0.1163 0.0723 -0.3395
H 0.0761 0.2590 -0.0401
H 0.0029 0.1143 -0.0138
H -0.1557 0.1072 -0.2448
H 0.1406 -0.2068 0.0977
H -0.0552 -0.2818 0.3952
H 0.4095 -0.0653 -0.0261
H -0.2345 0.1468 -0.1851
H -0.0610 0.2216 -0.1435
H 0.1911 -0.0236 0.0701
H -0.1024 -0.0722 0.0267
H 0.2805 -0.1872 -0.0145
H -0.3137 0.1468 0.0648
H 0.0091 0.0746 0.1180
H -0.0027 -0.1647 -0.0096
H -0.0299 -0.0549 -0.0593
H 0.0951 0.0534 -0.0797
C 0.1716 -1.3181 -0.1439
C -0.4919 1.3152 0.4805
C 1.8425 -0.6694 -0.6500
C -0.5830 0.2508 -0.3264
C 0.9893 -1.5323 -0.1167
C -1.7567 0.0067 0.0478
Se 0.6129 1.1885 1.6257
H 0.1633 0.0668 -0.8946
H -0.6042 -0.1739 -0.0407
H -0.0892 -0.1499 -0.1806
H 0.0916 0.2158 0.1945
H 0.0427 0.3674 0.1544
H -0.4141 0.5279 -0.1160
N -1.2719 1.7137 0.4796
C 3.2009 -2.1724 -0.4056
N -1.7627 0.5166 0.0198
S -0.0494 0.2150 0.0413
H -0.5433 0.0085 -0.1239
H 0.4668 -0.3966 -0.0510
H 0.2584 0.1631 0.0716
H -0.0011 0.0707 0.0601